The following is a quantum chemistry calculation of a cluster of 2 separate species, C2H7NO2 in total in a non-equilibrium geometry, from the Open Molecules 2025 dataset.

Molar mass = 77.08 g mol⁻¹
LUMO = 0.6 eV
SMILES = CC(N)=O.O
Orbital gap = 10.55 eV
HOMO level = -9.92 eV
Maximum force = 1.9 eV Å⁻¹
Energy = -285.65577 hartree
Energy above the lowest of the compared OMol25 structures with the same formula, charge and spin = 10.1 kcal/mol

XYZ file:
```
12
Properties=species:S:1:pos:R:3:forces:R:3:lowdin_charge:R:1
C -0.121059 0.418923 -1.152209 0.9 -0.4 0.3 -0.59
C 1.365745 0.386490 -0.753857 -0.7 -0.1 -1.1 -0.01
H -0.482531 -1.394815 1.322007 0.3 0.1 -0.9 0.00
H -1.245242 -1.855479 2.481544 -0.1 -0.1 0.5 0.04
H -1.952356 0.841930 -0.446623 -1.0 0.0 -0.3 0.09
H -0.809095 0.858906 0.847453 0.1 -0.1 -1.7 0.12
H 1.865352 -0.414516 -1.317700 -0.3 0.3 0.2 0.09
H 1.517805 0.256255 0.295427 0.1 0.0 0.7 0.06
H 1.794691 1.331134 -1.089808 0.1 0.0 0.2 0.08
N -1.005152 0.789796 -0.177744 0.9 0.0 1.7 0.14
O -0.451704 -1.356929 2.270270 -0.2 0.0 0.4 -0.05
O -0.476456 0.138306 -2.278760 -0.1 0.2 0.2 0.04
```
Forces are in eV/Å.